No. 1
Molecular formula: C50H134N12O16P4
Method: DFT, ωB97M-V with the def2-TZVPD basis set

Geometry as ORCA input:
```
! RIJCOSX wB97M-V def2-TZVPD def2/J DEFGRID3
* xyz 0 1
C -0.592 -30.004 16.735
O -0.414 -30.871 17.769
C -0.322 -30.217 19.046
C 0.033 -31.235 20.086
O 1.410 -31.444 19.922
C 1.830 -32.559 20.740
H -0.607 -30.522 15.773
H 0.140 -29.225 16.656
H -1.609 -29.448 16.885
H -1.279 -29.684 19.151
H 0.498 -29.430 18.943
H -0.525 -32.096 19.892
H -0.218 -30.770 21.023
H 2.921 -32.446 20.829
H 1.462 -33.481 20.374
H 1.355 -32.421 21.709
C 2.190 -27.742 11.104
O 3.148 -27.188 12.034
C 3.115 -27.948 13.255
C 4.106 -27.195 14.190
O 4.775 -27.969 15.164
C 3.860 -28.676 16.024
H 2.273 -28.796 11.200
H 2.511 -27.337 10.120
H 1.121 -27.368 11.160
H 3.337 -28.978 13.016
H 2.134 -27.898 13.667
H 3.452 -26.363 14.626
H 4.949 -26.719 13.593
H 3.141 -28.042 16.562
H 4.613 -29.002 16.749
H 3.455 -29.518 15.460
C 6.261 -22.564 10.038
O 5.454 -23.606 10.509
C 4.984 -23.372 11.820
C 3.506 -23.538 11.911
O 2.793 -22.488 11.327
C 1.421 -22.760 11.164
H 6.521 -22.627 8.959
H 7.206 -22.565 10.620
H 5.766 -21.515 10.174
H 5.238 -22.368 12.228
H 5.379 -24.194 12.531
H 3.219 -23.650 12.970
H 3.265 -24.572 11.320
H 1.301 -23.631 10.515
H 1.022 -21.863 10.631
H 0.949 -23.030 12.117
C -1.473 -26.009 18.771
O -0.383 -25.151 18.241
C 0.085 -24.225 19.126
C 1.281 -23.596 18.507
O 2.479 -24.365 18.516
C 2.563 -25.333 17.452
H -1.183 -26.378 19.823
H -1.524 -26.872 18.093
H -2.402 -25.432 18.876
H 0.246 -24.704 20.070
H -0.693 -23.453 19.325
H 1.484 -22.646 19.068
H 1.051 -23.445 17.415
H 2.071 -24.862 16.602
H 1.944 -26.196 17.678
H 3.601 -25.544 17.267
C 4.413 -19.011 23.395
O 3.431 -19.947 23.044
C 2.353 -19.383 22.386
C 1.136 -20.231 22.748
O 1.310 -21.514 22.213
C 0.372 -22.374 22.744
H 3.933 -18.218 23.977
H 4.883 -18.474 22.542
H 5.210 -19.457 23.906
H 2.495 -19.319 21.315
H 2.154 -18.403 22.818
H 0.185 -19.746 22.394
H 1.209 -20.225 23.855
H -0.598 -22.070 22.451
H 0.456 -22.287 23.824
H 0.628 -23.414 22.565
C -1.894 -21.128 15.702
C -1.980 -22.566 16.024
O -2.677 -22.900 16.986
C -1.101 -23.580 15.255
H -2.088 -21.008 14.617
H -0.892 -20.731 15.923
H -2.683 -20.596 16.142
H -1.095 -24.512 15.793
H -0.064 -23.192 15.122
H -1.464 -23.667 14.216
C 0.055 -19.623 13.016
C 1.117 -20.115 13.984
O 1.177 -21.304 14.313
C 1.944 -18.994 14.575
H 0.470 -18.760 12.456
H -0.795 -19.235 13.579
H -0.326 -20.371 12.378
H 2.901 -19.475 14.784
H 1.503 -18.814 15.514
H 2.087 -18.113 13.973
O 6.564 -29.295 17.776
P 7.973 -28.914 17.500
N 8.036 -27.207 17.503
C 6.948 -26.380 16.987
C 9.223 -26.421 17.762
N 8.582 -29.414 15.968
C 8.029 -28.685 14.811
C 8.846 -30.837 15.850
N 9.166 -29.426 18.639
C 8.787 -29.804 20.035
C 10.621 -29.271 18.388
H 6.939 -25.461 17.623
H 6.051 -26.906 16.996
H 7.110 -25.964 16.001
H 8.849 -25.481 18.183
H 9.858 -26.228 16.886
H 9.848 -26.905 18.484
H 8.482 -27.666 14.738
H 8.466 -29.188 13.898
H 6.976 -28.526 14.726
H 7.960 -31.485 15.849
H 9.512 -31.058 15.042
H 9.304 -31.065 16.807
H 8.399 -30.814 20.087
H 9.569 -29.660 20.776
H 8.026 -29.107 20.418
H 11.143 -30.280 18.310
H 11.127 -28.602 19.111
H 10.777 -28.905 17.415
O 4.285 -19.712 19.679
P 5.508 -20.487 19.365
N 6.867 -19.567 19.643
C 8.107 -20.086 19.075
C 6.802 -18.117 19.729
N 5.519 -21.008 17.750
C 4.627 -20.250 16.824
C 6.138 -22.222 17.276
N 5.648 -21.923 20.187
C 4.371 -22.681 20.174
C 6.308 -21.780 21.476
H 8.096 -20.209 17.978
H 8.370 -21.061 19.456
H 8.882 -19.438 19.456
H 5.839 -17.796 20.027
H 7.220 -17.599 18.832
H 7.475 -17.800 20.541
H 4.095 -19.446 17.274
H 5.227 -19.861 15.954
H 3.869 -21.008 16.434
H 5.246 -22.828 16.829
H 6.866 -22.044 16.441
H 6.639 -22.816 18.104
H 3.740 -22.499 21.047
H 3.894 -22.389 19.276
H 4.512 -23.783 20.199
H 6.369 -22.729 21.968
H 5.597 -21.262 22.144
H 7.235 -21.242 21.313
O 6.636 -27.664 22.877
P 5.285 -28.139 22.438
N 5.440 -29.769 22.037
C 6.294 -30.642 22.912
C 4.858 -30.437 20.903
N 4.665 -27.434 21.098
C 5.601 -27.026 20.051
C 3.350 -26.847 21.030
N 4.129 -28.038 23.726
C 4.350 -27.090 24.788
C 3.080 -29.027 23.844
H 6.744 -31.372 22.192
H 5.745 -31.185 23.652
H 7.050 -29.977 23.305
H 4.401 -31.418 21.068
H 5.658 -30.619 20.164
H 4.033 -29.886 20.459
H 5.972 -25.973 20.197
H 6.388 -27.782 19.970
H 5.112 -27.205 19.123
H 2.832 -27.299 20.147
H 2.714 -27.046 21.878
H 3.349 -25.737 20.919
H 4.155 -27.610 25.782
H 5.393 -26.876 24.733
H 3.739 -26.203 24.769
H 3.173 -29.713 24.702
H 2.991 -29.670 22.922
H 2.112 -28.472 23.901
O -0.877 -18.033 16.465
P -0.479 -17.748 17.852
N 0.956 -16.853 17.847
C 1.010 -15.675 17.023
C 1.860 -16.861 19.053
N -0.149 -19.074 18.881
C -1.395 -19.912 19.104
C 0.914 -19.982 18.587
N -1.683 -16.944 18.622
C -1.415 -16.292 19.887
C -2.906 -16.609 18.045
H -0.055 -15.369 16.802
H 1.527 -15.794 16.082
H 1.354 -14.910 17.666
H 2.866 -16.572 18.679
H 1.782 -17.837 19.538
H 1.567 -16.096 19.807
H -1.164 -20.712 19.882
H -2.170 -19.430 19.666
H -1.801 -20.298 18.162
H 1.394 -20.361 19.517
H 0.623 -20.794 17.942
H 1.785 -19.471 18.149
H -1.634 -15.214 19.772
H -1.964 -16.779 20.689
H -0.387 -16.366 20.178
H -3.231 -17.274 17.182
H -3.002 -15.561 17.771
H -3.664 -16.708 18.794
*
```

Output
- Structure (SMILES): CN(C)P(=O)(N(C)C)N(C)C.CN(C)P(=O)(N(C)C)N(C)C.CN(C)P(=O)(N(C)C)N(C)C.CN(C)P(=O)(N(C)C)N(C)C.CC(C)=O.CC(C)=O.COCCOC.COCCOC.COCCOC.COCCOC.COCCOC
- Maximum force: 3.59 eV/A
- HOMO level: -8.227 eV
- Molecular weight: 1283.59 g mol⁻¹

Atom charges from the Löwdin analysis, given in e for atoms 1 to 8: -0.16, -0.18, -0.18, -0.23, -0.18, -0.07, 0.09, 0.06


No. 2
Molecular formula: C5H12NO
Method: DFT, ωB97M-V with the def2-TZVPD basis set

Geometry as ORCA input:
```
! RIJCOSX wB97M-V def2-TZVPD def2/J DEFGRID3
* xyz 1 1
C -0.762 1.869 1.672
C -0.304 0.671 0.847
C 0.220 1.036 -0.467
C 0.132 -0.123 -1.632
C -0.533 -1.395 -1.274
O -0.104 -2.501 -1.475
N 1.098 -0.071 1.611
H -0.182 2.005 2.618
H -1.773 1.813 2.030
H -0.771 2.842 1.163
H -1.016 -0.118 0.964
H 1.233 1.506 -0.420
H -0.118 1.997 -0.815
H 1.161 -0.333 -2.106
H -0.401 0.440 -2.458
H -1.526 -1.338 -0.673
H 2.001 0.171 1.231
H 0.979 -1.084 1.491
H 1.037 0.254 2.621
*
```

Output
- ΔE to the lowest compared entry with this formula, charge and spin: 45.8 kcal/mol
- Structure (SMILES): C[C@H]([NH3+])CCC=O
- Maximum force: 3.54 eV/A
- HOMO level: -13.637 eV
- Molecular weight: 102.16 g mol⁻¹

Atom charges from the natural (NBO) analysis, given in e for atoms 1 to 8: -0.67, 0.06, -0.48, -0.54, 0.40, -0.47, -0.76, 0.23


No. 3
Molecular formula: C3H8F3O5STl
Method: DFT, ωB97M-V with the def2-TZVPD basis set

Geometry as ORCA input:
```
! RIJCOSX wB97M-V def2-TZVPD def2/J DEFGRID3
* xyz 2 1
Tl 0.333 -1.767 0.654
C 2.020 3.378 -0.894
F 2.829 4.058 -1.616
F 2.446 3.174 0.321
F 0.788 3.790 -0.945
S 1.998 1.580 -1.664
O 3.388 1.223 -1.823
O 1.284 0.756 -0.694
O 1.283 1.679 -2.918
C -0.759 1.568 2.503
O -1.112 0.680 1.436
H -1.648 1.936 3.007
H -0.142 1.025 3.224
H -0.156 2.396 2.110
H -2.048 0.791 1.224
C -1.719 -4.688 -0.440
O -1.339 -3.362 -0.895
H -2.615 -4.633 0.180
H -1.941 -5.321 -1.305
H -0.881 -5.132 0.086
H -2.010 -3.129 -1.552
*
```

Output
- ΔE to the lowest compared entry with this formula, charge and spin: 16.1 kcal/mol
- Maximum force: 9.44 eV/A
- HOMO level: -17.359 eV
- Molecular weight: 417.54 g mol⁻¹

Atom charges from the natural (NBO) analysis, given in e for atoms 1 to 8: 1.04, 1.04, -0.15, -0.17, -0.17, 2.14, -0.63, -0.80


No. 4
Molecular formula: C16H20N2O3
Method: DFT, ωB97M-V with the def2-TZVPD basis set

Geometry as ORCA input:
```
! RIJCOSX wB97M-V def2-TZVPD def2/J DEFGRID3
* xyz 0 1
C -4.507 -2.604 0.669
H -3.547 -2.739 0.160
O -4.908 -1.256 0.708
C -4.117 -0.427 1.526
C -2.752 -0.079 0.921
C -2.923 0.628 -0.424
N -1.656 0.796 -1.098
C -1.067 1.990 -1.284
O -1.571 3.058 -1.022
C 0.344 1.873 -1.900
N 1.136 0.907 -1.196
C 1.314 -0.384 -1.551
C 2.010 -1.077 -0.580
C 2.274 -0.127 0.468
C 2.917 -0.165 1.706
C 2.957 0.980 2.472
C 2.367 2.170 2.044
C 1.725 2.244 0.827
C 1.694 1.095 0.048
H 1.255 3.157 0.497
H 2.413 3.042 2.678
H 3.455 0.958 3.430
H 3.380 -1.067 2.070
C 2.313 -2.496 -0.725
O 1.881 -3.135 -1.667
C 3.167 -3.138 0.340
H 3.361 -4.173 0.071
H 4.108 -2.601 0.437
H 2.645 -3.108 1.295
H 0.968 -0.765 -2.494
H 0.816 2.857 -1.857
H 0.250 1.572 -2.947
H -1.139 -0.046 -1.305
H -3.345 1.625 -0.282
H -3.598 0.043 -1.056
H -2.210 0.563 1.617
H -2.167 -0.992 0.780
H -3.972 -0.894 2.511
H -4.703 0.487 1.651
H -4.434 -3.024 1.679
H -5.278 -3.135 0.114
*
```

Output
- ΔE to the lowest compared entry with this formula, charge and spin: 43.9 kcal/mol
- Structure (SMILES): COCCCNC(=O)Cn1cc(C(C)=O)c2ccccc21
- Maximum force: 0.79 eV/A
- HOMO level: -8.396 eV
- Molecular weight: 288.35 g mol⁻¹

Atom charges from the natural (NBO) analysis, given in e for atoms 1 to 8: -0.25, 0.16, -0.54, -0.06, -0.44, -0.23, -0.61, 0.66


No. 5
Molecular formula: C22H43BFN4O8
Method: DFT, ωB97M-V with the def2-TZVPD basis set

Geometry as ORCA input:
```
! RIJCOSX wB97M-V def2-TZVPD def2/J DEFGRID3
* xyz -1 1
C 3.082 -5.317 0.852
C 1.550 -5.352 0.926
O 0.977 -4.763 2.070
C 1.339 -3.404 2.284
C 1.308 -2.510 1.050
O 0.228 -2.616 0.186
B -0.398 -1.256 0.038
C -0.208 -0.850 -1.567
C 0.983 0.004 -1.855
C 2.128 -0.680 -2.614
N 1.075 1.211 -1.513
C -2.016 -1.559 0.207
O -2.505 -2.526 -0.224
N -2.959 -0.613 0.903
C -3.367 0.390 0.020
O -3.625 0.276 -1.087
F -3.427 1.607 0.561
O 0.247 -0.461 1.048
C 1.527 -0.948 1.296
C 2.139 -0.538 2.618
C 2.950 0.764 2.575
C 4.065 0.792 1.523
C 5.262 -0.109 1.915
C 6.161 -0.380 0.691
O 6.559 -1.731 0.741
C 7.417 -2.076 -0.326
H 3.557 -6.037 1.520
H 3.524 -4.336 1.017
H 3.355 -5.603 -0.168
H 1.274 -6.410 0.970
H 1.109 -4.988 -0.006
H 2.305 -3.370 2.802
H 0.611 -2.992 2.992
H 2.169 -2.757 0.399
H -1.091 -0.302 -1.914
H -0.138 -1.768 -2.153
H 1.694 -1.296 -3.403
H 2.859 0.036 -2.989
H 2.639 -1.366 -1.928
H 1.979 1.572 -1.821
H -3.797 -1.163 1.095
H 2.210 -0.686 0.474
H 2.727 -1.333 3.073
H 1.303 -0.374 3.307
H 3.442 0.871 3.549
H 2.324 1.648 2.445
H 3.724 0.609 0.504
H 4.465 1.814 1.522
H 4.892 -1.057 2.305
H 5.811 0.444 2.676
H 7.012 0.315 0.712
H 5.550 -0.163 -0.194
H 8.459 -1.933 -0.014
H 7.185 -1.527 -1.242
H 7.294 -3.139 -0.541
C -2.460 4.284 1.409
C -1.567 5.486 1.596
O -0.368 5.391 1.790
N -2.154 6.720 1.542
C -3.550 7.039 1.324
H -1.865 3.379 1.475
H -3.222 4.257 2.190
H -2.936 4.313 0.428
H -1.505 7.479 1.675
H -3.642 7.661 0.430
H -3.930 7.601 2.180
H -4.147 6.142 1.195
C -8.793 1.014 -3.620
C -7.860 0.338 -4.597
O -8.259 -0.125 -5.658
N -6.551 0.260 -4.257
C -5.899 0.749 -3.050
H -9.800 0.999 -4.029
H -8.796 0.483 -2.667
H -8.495 2.051 -3.465
H -5.983 -0.202 -4.950
H -5.128 1.468 -3.331
H -5.425 -0.085 -2.539
H -6.605 1.227 -2.379
*
```

Output
- Maximum force: 5.15 eV/A
- HOMO level: -4.948 eV
- Molecular weight: 521.42 g mol⁻¹

Atom charges from the Löwdin analysis, given in e for atoms 1 to 8: -0.08, -0.28, -0.13, -0.15, -0.28, 0.02, -0.75, -0.03


No. 6
Molecular formula: C5H8F12FeN2O15S4
Method: DFT, ωB97M-V with the def2-TZVPD basis set

Geometry as ORCA input:
```
! RIJCOSX wB97M-V def2-TZVPD def2/J DEFGRID3
* xyz -1 6
Fe -0.439 -0.089 0.319
C 1.184 -4.468 -0.232
F 1.528 -3.875 -1.437
F 1.269 -5.843 -0.275
F 2.048 -4.021 0.691
S -0.477 -3.618 0.291
O -0.460 -2.167 -0.016
O -1.453 -4.161 -0.682
O -0.698 -3.969 1.719
C 4.240 -0.781 0.090
F 4.535 -0.002 1.156
F 5.243 -0.698 -0.811
F 4.051 -2.053 0.402
S 2.711 -0.092 -0.813
O 2.870 1.385 -0.765
O 2.833 -0.777 -2.111
O 1.439 -0.509 -0.137
C -1.631 3.318 -2.051
F -1.614 3.693 -0.766
F -2.751 2.593 -2.396
F -1.372 4.336 -2.919
S -0.174 2.129 -2.213
O -0.451 1.262 -1.072
O -0.273 1.639 -3.582
O 1.035 2.950 -1.930
C 1.970 2.667 3.296
F 2.159 3.881 3.829
F 3.126 2.017 3.102
F 1.119 2.000 3.989
S 1.108 2.914 1.609
O 2.181 3.439 0.695
O 0.716 1.557 1.214
O -0.053 3.813 1.689
O 0.000 -0.834 2.137
H 0.827 -1.005 2.587
H -0.668 -1.203 2.714
O -1.819 0.972 1.360
H -2.719 1.146 1.086
H -1.749 1.375 2.225
C -3.250 -0.923 -1.306
O -2.321 -0.419 -0.685
N -4.238 -0.223 -1.569
N -3.290 -2.127 -1.764
H -4.359 0.638 -1.056
H -5.035 -0.537 -2.105
H -4.101 -2.481 -2.252
H -2.801 -2.847 -1.252
*
```

Output
- ΔE to the lowest compared entry with this formula, charge and spin: 75.3 kcal/mol
- Maximum force: 8.99 eV/A
- ⟨S²⟩: 8.7556
- HOMO level (spin up / spin down): -6.301 / -6.251 eV
- Molecular weight: 748.21 g mol⁻¹

Atom charges from the natural (NBO) analysis, given in e for atoms 1 to 8: 1.96, 0.76, -0.31, -0.31, -0.32, 2.29, -1.01, -1.00


No. 7
Molecular formula: C5H14N2
Method: DFT, ωB97M-V with the def2-TZVPD basis set

Geometry as ORCA input:
```
! RIJCOSX wB97M-V def2-TZVPD def2/J DEFGRID3
* xyz 0 1
C 1.361 2.017 -0.035
N 0.110 1.749 -0.729
N 0.267 1.220 -2.026
H -0.413 1.030 -0.206
H 0.801 0.307 -1.974
H 0.766 1.899 -2.598
H 2.027 1.140 0.010
H 1.135 2.341 0.979
H 1.884 2.826 -0.549
C -2.006 -0.840 0.660
C 0.317 -1.239 1.589
C -0.575 -1.200 0.383
C -0.157 -1.587 -0.823
H -2.068 0.097 1.211
H -2.475 -1.607 1.277
H -2.572 -0.741 -0.263
H 1.319 -1.572 1.333
H -0.086 -1.920 2.338
H 0.382 -0.251 2.046
H -0.841 -1.663 -1.655
H 0.827 -2.005 -0.968
*
```

Output
- ΔE to the lowest compared entry with this formula, charge and spin: 48.5 kcal/mol
- Structure (SMILES): C=C(C)C.CNN
- Maximum force: 1.46 eV/A
- HOMO level: -8.472 eV
- Molecular weight: 102.18 g mol⁻¹

Atom charges from the natural (NBO) analysis, given in e for atoms 1 to 8: -0.43, -0.46, -0.67, 0.35, 0.32, 0.35, 0.16, 0.20


No. 8
Molecular formula: C17H27N3ORuS4
Method: DFT, ωB97M-V with the def2-TZVPD basis set

Geometry as ORCA input:
```
! RIJCOSX wB97M-V def2-TZVPD def2/J DEFGRID3
* xyz 3 6
Ru 0.306 0.073 0.136
C 2.448 -0.674 -2.507
C 2.315 -2.126 -2.046
S 1.205 -2.335 -0.605
C 2.409 -2.593 0.748
C 1.823 -2.277 2.120
S 1.330 -0.542 2.411
C 2.899 0.385 2.368
C 2.606 1.881 2.260
S 1.334 2.352 1.040
C 2.120 2.958 -0.498
C 3.011 2.023 -1.319
S 2.661 0.279 -0.978
H 1.577 -0.332 -3.063
H 3.330 -0.561 -3.137
H 3.284 -2.537 -1.761
H 1.914 -2.748 -2.845
H 3.300 -2.000 0.547
H 2.690 -3.647 0.722
H 2.545 -2.531 2.898
H 0.924 -2.859 2.324
H 3.512 0.023 1.546
H 3.419 0.186 3.306
H 3.521 2.439 2.058
H 2.211 2.258 3.204
H 2.665 3.867 -0.241
H 1.248 3.269 -1.075
H 4.062 2.168 -1.075
H 2.892 2.225 -2.383
N -4.915 4.595 -3.031
C -4.102 3.936 -2.560
C -3.093 3.111 -1.966
C -2.933 3.077 -0.581
C -1.950 2.270 -0.049
N -1.142 1.517 -0.813
C -1.302 1.552 -2.148
C -2.257 2.330 -2.765
H -3.562 3.671 0.066
H -1.798 2.227 1.023
H -0.642 0.929 -2.741
H -2.351 2.331 -3.842
C -3.551 -2.686 -0.069
N -3.142 -2.403 1.308
C -3.965 -3.010 2.366
C -2.112 -1.672 1.600
O -1.358 -1.116 0.732
H -4.623 -2.519 -0.151
H -3.333 -3.728 -0.298
H -3.022 -2.031 -0.754
H -3.972 -4.090 2.229
H -4.980 -2.625 2.288
H -3.555 -2.767 3.342
H -1.902 -1.526 2.661
*
```

Output
- ΔE to the lowest compared entry with this formula, charge and spin: 0.0 kcal/mol
- Maximum force: 0.24 eV/A
- ⟨S²⟩: 8.7633
- HOMO level (spin up / spin down): -17.981 / -18.574 eV
- Molecular weight: 518.76 g mol⁻¹

Atom charges from the natural (NBO) analysis, given in e for atoms 1 to 8: 1.29, -0.52, -0.54, 0.34, -0.54, -0.54, 0.33, -0.54